1.
The ion C4H8N3OS with charge +1, computed with ωB97M-V/def2-TZVPD.

Properties
* structure (SMILES): [NH+]#COCC/N=C(\N)S
* net charge: +1

The geometry in XYZ format:
```
17
C4H8N3OS | the OMol25 dataset | ωB97M-V/def2-TZVPD
C -1.3090 -1.7541 0.9454
H -0.9374 0.5005 -1.3107
H -1.0034 -1.7744 -2.2133
H 0.3736 -2.2811 -1.1839
H 1.2321 -0.3959 2.5813
H 0.8105 3.0555 1.1077
O -1.4394 -2.0015 -0.2351
S 0.8372 0.8721 2.6777
H 0.4411 2.5120 -0.4880
H 0.7378 0.0713 -1.7421
N 0.2901 -0.0384 0.3147
N 0.5370 2.3071 0.4918
N -1.3975 -1.8532 2.1099
C 0.5217 1.0477 0.9427
C -0.4879 -1.6142 -1.2679
C -0.0910 -0.1524 -1.0610
H -1.4342 -1.4115 3.0068
```

=====

2.
The ion C4H8N3OS with charge +1, computed with ωB97M-V/def2-TZVPD.

Properties
* structure (SMILES): [NH3+][C@@]1(S)N=CCC(=O)N1
* net charge: +1

The geometry in XYZ format:
```
17
C4H8N3OS | the OMol25 dataset | ωB97M-V/def2-TZVPD
C 0.4952 -0.6406 1.9882
C -0.1032 0.7275 2.0689
H -1.3198 -0.1721 -1.6385
S 1.9607 -0.4232 -1.5250
N 0.0454 1.0579 -0.3533
C -0.1680 1.4766 0.8320
N -0.5448 -0.8890 -1.4706
H 0.0876 -1.3010 -2.1929
H -1.1657 0.6892 2.1036
C 0.4309 -0.1900 -0.6105
H -1.1301 -1.7241 -1.0426
H 2.7999 -0.5169 -0.5112
N 0.4787 -1.2040 0.7395
H 0.9327 -2.1233 0.5322
H 0.3212 1.1491 2.9706
H -0.5191 2.5082 0.8369
O 0.8469 -1.3496 2.9092
```

=====

3.
A cluster of 2 separate species, C4H8N3S in total, computed with ωB97M-V/def2-TZVPD.

Properties
* net charge: +1

The geometry in XYZ format:
```
16
C4H8N3S | the OMol25 dataset | ωB97M-V/def2-TZVPD
C -0.6449 -0.2175 -0.3122
H -2.2856 0.8414 0.6299
N -0.2462 -1.3412 0.0633
H -1.5468 -0.3537 1.5732
N -1.4086 0.4121 0.8040
C 1.6465 -1.9410 -1.4410
H 0.2374 -3.1849 -0.5545
C 0.6113 -2.1203 -0.6334
H 2.0170 -0.9358 -1.6664
H 2.1641 -2.8796 -1.8686
N -0.1438 2.6572 1.9807
H -0.8642 -0.5716 -2.5201
H 1.3217 4.2340 2.4168
S -0.5086 0.5792 -1.8557
H -0.9492 1.3256 1.1853
C 0.6000 3.4960 2.1987
```

=====

4.
The ion C4H8N3S with charge +1, computed with ωB97M-V/def2-TZVPD.

Properties
* structure (SMILES): N[C@H](S)[n+]1cc[nH]c1
* net charge: +1

The geometry in XYZ format:
```
16
C4H8N3S | the OMol25 dataset | ωB97M-V/def2-TZVPD
C 0.9932 0.6405 -0.3778
H -3.0066 0.8365 1.0583
N 0.2683 -0.4355 0.0241
C 1.0645 -1.2387 0.7704
H -1.9826 1.5833 -0.6328
H 0.7424 -2.1402 1.2644
S -2.2231 -0.4017 1.2213
H 0.6182 1.2232 -1.1746
C 2.2701 0.5677 0.1837
N -1.8100 0.7537 -1.1188
C -1.4869 -0.3454 -0.3914
H -2.0173 0.7350 -2.0760
H 3.1078 1.2219 0.0596
H -1.7059 -1.2463 -0.9667
H 2.9357 -1.0996 1.3275
N 2.2322 -0.6544 0.8288
```

=====

What did we get for lowest unoccupied orbital energy? Answer: -0.1158; -0.1466; -0.1393; -0.0996 hartree, in the order shown.
What did we get for F_max? Answer: 0.056; 0.130; 0.091; 0.060 hartree/bohr, in the order shown.
What did we get for energy above the lowest of the compared OMol25 structures with the same formula, charge and spin? Answer: 53.1; 64.7; 70.9; 31.1 kcal/mol, in the order shown.